(1)
The following is a quantum chemistry calculation of C2H4O2V as an isolated structure in a non-equilibrium geometry, from the OMol25 dataset.

The geometry in XYZ format:
```
9
Properties=species:S:1:pos:R:3:mulliken_charge:R:1
O 0.43803 0.95568 0.86398 -0.503
H 0.72791 -1.27056 -1.11040 0.333
V -1.35254 1.77099 0.14204 1.526
H 1.29587 -0.96705 1.12909 0.400
O -1.11539 -0.04613 -0.92897 -0.463
C 0.70671 -0.35063 0.45230 0.090
H 1.07226 1.26138 1.52587 0.374
H -1.62094 -0.45933 -1.64216 0.376
C -0.15192 -0.89434 -0.43175 -0.133
```

Results
- relative energy (zero: lowest compared OMol25 entry of this formula, charge and spin) (kcal/mol) = 0.0
- highest occupied orbital energy (alpha / beta) (eV) = -18.826 / -18.870
- 2S+1 = 4
- net charge = +2
- HOMO-LUMO gap (alpha / beta) (eV) = 6.975 / 7.826

---

(2)
The following is a quantum chemistry calculation of a 3-piece molecular cluster, C4H14N2O2 overall, from the OMol25 dataset.

The geometry in XYZ format:
```
22
Properties=species:S:1:pos:R:3:mulliken_charge:R:1
H 0.41091 -0.22726 2.47970 0.444
H 0.03437 -1.33151 0.24000 0.122
H 3.10731 0.13248 -0.31249 0.270
N -1.06945 0.31803 -2.00297 -0.594
N 0.82293 -0.84070 0.63356 -0.547
C -0.12558 1.36390 0.08356 -0.556
O -1.18910 -2.43389 -1.25171 -0.664
H -0.38409 1.58574 1.12067 0.298
H -0.06391 0.24537 -2.15292 0.217
C 2.26856 0.81180 -0.35801 -1.106
H -1.84239 -3.06109 -1.56872 0.311
H -2.13381 1.50921 -0.63337 0.421
H 2.41791 1.81930 -0.71180 0.267
H 0.17792 2.28105 -0.42162 0.347
H 1.63300 -1.44770 0.60911 0.227
H 0.64293 -0.00279 3.97399 0.310
H -1.69806 -0.09155 -0.05512 0.298
O 0.05499 0.21813 3.26677 -0.656
H -1.39412 -1.59542 -1.73637 0.400
C 1.06501 0.43244 0.07795 0.703
C -1.33823 0.76631 -0.62481 -0.759
H -1.39375 0.99599 -2.67673 0.248
```

Results
- structure (SMILES) = C=C(N)CCN.O.O
- relative energy (zero: lowest compared OMol25 entry of this formula, charge and spin) (kcal/mol) = 7.5
- highest occupied orbital energy (eV) = -8.717
- net charge = 0
- HOMO-LUMO gap (eV) = 9.596